The following is a DFT calculation (ωB97M-V/def2-TZVPD) of an isolated ion of composition C5H11N3 and charge +2.

Geometry as XYZ:
```
19
Properties=species:S:1:pos:R:3:forces:R:3:mulliken_charge:R:1
C -1.908362 -0.004758 -0.127545 -0.791 1.178 -0.224 0.60
C -0.768817 -0.961429 0.195086 1.690 -1.226 -0.095 -0.46
C 2.917021 -0.082683 -0.256443 2.620 0.496 -1.581 -0.54
C 2.069589 0.827028 0.618710 -0.663 0.980 0.268 -0.27
C 1.501416 -0.196201 -0.258800 1.506 0.337 1.343 0.28
N -1.615120 1.175471 -0.712379 1.025 -0.679 -0.642 -0.36
N -3.108517 -0.218358 0.423908 3.124 -0.657 -0.985 -0.29
N 0.572599 -1.001969 -0.510691 -2.784 2.410 0.696 -0.09
H -0.436218 -0.555105 1.170617 -0.673 -0.768 0.036 0.32
H -0.947328 -2.061109 0.165146 -1.013 0.988 0.753 0.41
H 3.594621 0.325031 -1.074729 -1.367 -0.329 0.789 0.30
H 3.462615 -0.933735 0.199124 -0.557 0.460 0.057 0.28
H 2.147147 0.698357 1.703402 -0.474 -0.111 -0.290 0.29
H 1.816573 1.883690 0.323391 0.782 -1.064 0.083 0.26
H -2.127742 2.074112 -0.697325 -0.238 -1.148 0.127 0.27
H -3.442584 -1.053083 0.868912 0.319 -0.481 0.216 0.25
H -3.643495 0.577462 0.537540 -1.884 1.755 0.087 0.23
H -0.832207 1.197855 -1.404172 -0.830 -0.069 1.141 0.26
H 0.748802 -1.690581 -1.163754 0.209 -2.071 -1.777 0.26
```
Positions in Å, forces in eV/Å.

Values from the calculation:
**Total charge**: +2
**DFT total energy**: -9814.607 eV
**SMILES**: NC(=[NH2+])C[NH+]=C1CC1



The following is a DFT calculation (ωB97M-V/def2-TZVPD) of a 2-piece molecular cluster, C5H11N3 overall.

Geometry as XYZ:
```
19
Properties=species:S:1:pos:R:3:forces:R:3:mulliken_charge:R:1
C 1.112345 1.229986 -0.377951 -0.395 -0.276 0.380 -0.46
C 0.630933 -0.120305 -0.085494 0.592 -1.971 0.804 -0.23
C -0.743360 -0.225892 0.531514 -0.740 0.952 -0.371 0.19
C -1.714943 0.706351 0.445589 -0.686 0.022 0.042 -0.60
N -2.874990 0.144256 0.958737 1.322 0.078 0.098 0.01
C -2.586679 -1.072722 1.387161 -1.087 -0.123 0.822 -0.20
N -1.311844 -1.334257 1.175607 0.919 1.241 -1.237 -0.01
N 3.066021 -0.014167 -1.932476 0.534 -1.658 -0.584 -0.45
H 0.903223 1.660623 -1.356982 0.180 0.177 0.052 0.46
H 1.515053 1.848230 0.420331 0.162 0.106 -0.115 0.35
H 0.701373 -0.785573 -0.959461 -0.309 0.386 -0.212 0.46
H 1.265479 -0.617113 0.674155 0.296 0.563 -0.094 0.45
H -1.700183 1.716058 0.076611 -0.040 0.033 -0.163 0.39
H -3.739334 0.632468 1.129534 -0.324 0.013 -0.058 0.27
H -3.312206 -1.666362 1.924537 0.218 -0.369 -0.135 0.42
H -0.797373 -2.177577 1.317691 -0.145 -0.821 0.404 0.23
H 3.455137 -0.805150 -1.434289 0.188 0.138 0.165 0.28
H 3.773277 0.445546 -2.498421 -0.358 0.657 0.452 0.27
H 2.358068 0.435606 -1.396399 -0.328 0.853 -0.251 0.19
```
Positions in Å, forces in eV/Å.

Values from the calculation:
**Total charge**: +2
**DFT total energy**: -9813.297 eV



The following is a DFT calculation (ωB97M-V/def2-TZVPD) of an isolated ion of composition C5H11N3 and charge +2.

Geometry as XYZ:
```
19
Properties=species:S:1:pos:R:3:forces:R:3:mulliken_charge:R:1
C 1.798864 -0.183829 0.710638 0.668 -1.216 -2.183 -0.27
C 1.222533 -1.260111 0.104451 0.529 3.780 0.970 -0.42
C 1.370788 1.113022 0.057516 1.729 -0.524 0.857 -0.39
C -1.311073 -1.232804 -0.026233 -0.172 0.273 0.738 -0.44
C -1.314871 0.967472 0.133656 0.405 -3.794 0.456 -0.59
N -1.460475 -0.198889 0.891255 0.238 1.563 -4.195 -0.06
N 0.093619 -0.797021 -0.817962 1.815 0.114 1.767 -0.03
N 0.218482 0.676688 -0.726587 -3.174 0.161 -0.797 -0.20
H 2.784492 -0.221476 1.231028 -1.284 -0.164 0.185 0.41
H 1.363868 -2.264522 0.377426 -0.110 -1.351 -0.353 0.52
H 1.059429 1.879454 0.730699 -0.570 0.363 0.838 0.30
H 2.244029 1.618168 -0.417282 -0.766 -0.757 -0.736 0.42
H -1.185631 -2.145935 0.521004 0.349 -0.869 -0.461 0.42
H -2.043535 -1.255059 -0.815647 -0.275 -0.118 -0.303 0.34
H -1.968316 0.851152 -0.689164 -0.573 0.948 -1.130 0.43
H -1.194809 1.834303 0.642017 0.101 2.848 1.258 0.50
H -1.516088 -0.268844 1.852468 0.439 -0.239 2.315 0.26
H 0.218477 -1.099964 -1.796363 -0.253 -0.170 0.267 0.40
H -0.027234 1.181376 -1.613777 0.905 -0.849 0.507 0.40
```
Positions in Å, forces in eV/Å.

Values from the calculation:
**Total charge**: +2
**DFT total energy**: -9812.312 eV
**SMILES**: C1=C[N@H+]2CNC[N@H+]2C1



The following is a DFT calculation (ωB97M-V/def2-TZVPD) of a 2-piece molecular cluster, C5H11N3O overall.

Geometry as XYZ:
```
20
Properties=species:S:1:pos:R:3:forces:R:3:mulliken_charge:R:1
C -1.335129 2.544792 -1.736313 0.210 0.045 0.139 -1.33
C -1.040000 1.234458 -1.065581 0.137 -0.684 -0.250 1.11
C 0.320715 0.636627 -1.376087 -1.275 0.368 -0.620 0.06
C -1.965186 0.545201 -0.402486 0.258 0.076 0.168 -1.01
N 0.647734 -0.581666 -1.392106 0.495 -0.023 0.294 -0.85
H -0.023631 -1.198241 -0.931201 -0.312 0.143 -0.191 0.22
H 1.021064 1.342355 -1.820423 0.202 0.132 0.112 0.36
H -1.173333 2.473015 -2.812551 0.035 -0.011 -0.061 0.32
H -0.668377 3.323079 -1.361989 -0.011 0.115 -0.020 0.31
H -2.365783 2.851468 -1.571283 0.009 0.012 0.065 0.35
H -1.756233 -0.408210 0.056345 0.144 -0.133 0.035 0.18
H -2.962316 0.928802 -0.252971 -0.113 0.184 -0.060 0.26
C 0.915657 -1.701464 1.638666 0.562 -0.096 -0.003 0.54
N 1.948982 -1.026566 1.035843 0.753 -0.003 0.089 -0.38
N 1.252505 -2.354827 2.801390 0.107 0.056 0.036 -0.47
O -0.215311 -1.746406 1.197673 -0.417 -0.023 -0.226 -0.62
H 0.480176 -2.688588 3.353635 0.069 0.078 -0.040 0.24
H 1.920645 -0.822455 0.040448 -0.638 -0.073 0.152 0.28
H 2.893470 -1.232219 1.317691 -0.100 -0.146 0.344 0.23
H 2.104350 -2.119157 3.281299 -0.114 -0.017 0.036 0.19
```
Positions in Å, forces in eV/Å.

Values from the calculation:
**DFT total energy**: -11881.173 eV
**SMILES**: [H]/N=C\C(=C)C.NC(N)=O



The following is a DFT calculation (ωB97M-V/def2-TZVPD) of a 2-piece molecular cluster, C5H11N3O overall.

Geometry as XYZ:
```
20
Properties=species:S:1:pos:R:3:forces:R:3:mulliken_charge:R:1
C 0.954206 -2.338948 1.682027 0.731 -0.528 -0.251 -0.91
C 0.715690 0.248965 -0.212002 -0.275 1.319 -1.634 0.26
C -0.319919 -1.724534 1.433420 -1.165 0.035 0.813 0.58
N 0.666069 1.025991 0.896288 -0.222 0.070 0.104 -0.25
N -1.376128 -1.266973 1.423784 0.363 -0.433 0.046 -0.53
O 1.701095 -0.401875 -0.495837 0.207 -0.535 0.138 -0.67
H 1.424156 0.980634 1.558559 -0.114 0.000 -0.044 0.28
H -0.193158 1.480185 1.155891 0.106 -0.069 0.114 0.19
H -2.049153 0.939597 -0.155782 -0.062 -0.125 -0.140 0.29
H 1.457110 -1.831102 2.505764 -0.066 -0.044 -0.026 0.26
H 0.807611 -3.394454 1.932650 0.027 0.203 0.020 0.34
H 1.575790 -2.256016 0.790194 0.039 -0.031 0.100 0.30
C -0.283693 1.905115 -1.845750 0.103 -0.306 0.146 -1.28
C -0.426602 0.486647 -1.298392 0.752 -0.294 0.565 0.11
N -1.776679 0.269971 -0.871711 -0.630 0.177 0.086 -0.65
H -1.910880 -0.650024 -0.467598 0.019 0.267 -0.127 0.37
H -0.201180 -0.231082 -2.094647 0.107 0.067 0.184 0.29
H 0.725036 2.068554 -2.207480 0.187 0.136 -0.028 0.37
H -0.982255 2.055493 -2.660425 -0.130 -0.038 -0.133 0.37
H -0.507116 2.633855 -1.068954 0.023 0.130 0.066 0.30
```
Positions in Å, forces in eV/Å.

Values from the calculation:
**DFT total energy**: -11881.290 eV
**SMILES**: C[C@H](N)C(N)=O.CC#N



The following is a DFT calculation (ωB97M-V/def2-TZVPD) of one molecule with the formula C5H11N3O2.

Geometry as XYZ:
```
21
Properties=species:S:1:pos:R:3:forces:R:3:mulliken_charge:R:1
N -1.398703 -1.426476 0.755577 0.165 -0.118 0.020 -0.64
C -0.707083 -1.022198 -0.464036 0.109 1.140 -1.218 0.33
C 0.408406 0.008668 -0.267449 0.159 0.038 -0.127 -0.69
C -0.131790 1.367645 0.153568 -0.249 0.076 0.085 -0.64
C 0.953654 2.420203 0.285878 0.972 -0.294 -0.945 0.42
N 0.716123 3.390020 1.190522 -0.303 0.597 0.588 -0.35
O 1.969230 2.409780 -0.406040 -0.857 -0.039 0.554 -0.62
C -0.183952 -2.251209 -1.193657 0.625 -2.966 3.363 0.28
N 0.863421 -2.941214 -0.856210 0.876 2.109 -0.539 -0.80
H -0.744778 -1.572816 1.520487 -0.024 -0.060 -0.188 0.26
H -2.063125 -0.720022 1.054098 0.091 -0.124 -0.183 0.29
H -1.468158 -0.606339 -1.141146 0.072 0.122 0.244 0.35
H 1.116743 -0.349355 0.497629 -0.160 0.026 -0.198 0.36
H 0.977725 0.120448 -1.200747 -0.098 0.045 0.251 0.30
H -0.843030 1.741097 -0.602029 0.174 -0.085 0.152 0.25
H -0.689207 1.297082 1.098158 0.088 -0.029 -0.162 0.29
H -0.122426 3.404718 1.752893 0.227 -0.030 -0.210 0.20
H 1.334608 4.188301 1.239617 -0.055 -0.274 -0.059 0.25
O -1.107910 -3.094401 -1.618304 0.588 -3.094 0.118 -0.55
H 1.600595 -2.352717 -0.478422 0.138 -0.087 0.197 0.24
H -0.480343 -4.011216 -1.320386 -2.537 3.046 -1.741 0.49
```
Positions in Å, forces in eV/Å.

Values from the calculation:
**DFT total energy**: -13928.027 eV
**SMILES**: [H]/N=C(/O)[C@@H](N)CCC(N)=O



no.,gap between HOMO and LUMO (eV),HOMO (eV)
1,11.3,-19.81
2,6.2,-17.96
3,11.7,-19.36
4,10.2,-9.31
5,9.5,-8.78
6,10.3,-9.79